# 1
DFT (wB97M-V/def2-TZVPD) results for a single C25H22N2O6S molecule at a distorted geometry.

```
56
Properties=species:S:1:pos:R:3:forces:R:3:mulliken_charge:R:1
C 2.603 -2.194 3.460 -0.20 0.07 -0.05 -1.36
C 1.163 -2.266 2.968 0.21 -0.15 -0.10 -0.15
C 1.060 -2.969 1.616 -0.53 0.25 0.14 0.17
C -0.385 -3.169 1.165 0.36 -0.63 0.18 -0.89
H -0.967 -3.661 1.952 0.09 0.02 -0.19 0.39
H -0.422 -3.768 0.250 -0.05 0.09 0.10 0.39
O -1.010 -1.930 0.838 -0.03 0.35 -0.22 -0.16
C -1.811 -1.378 1.761 -0.24 -0.01 0.41 0.41
O -2.053 -1.878 2.834 0.09 -0.04 -0.07 -0.66
C -2.355 -0.099 1.301 -0.31 0.52 0.25 0.24
C -2.977 0.839 2.090 0.48 -0.91 -0.02 0.39
O -3.341 1.924 1.375 -0.21 0.27 0.27 -0.47
C -2.972 1.702 0.086 0.54 -0.69 -0.80 -0.29
C -3.156 2.539 -1.002 -0.05 -0.01 0.41 -1.33
C -2.708 2.093 -2.228 -0.09 -0.16 0.04 -0.35
C -2.091 0.842 -2.364 -0.47 0.30 0.72 -0.04
C -1.898 0.012 -1.272 -0.05 0.13 -0.17 0.20
C -2.345 0.447 -0.031 -0.29 0.57 0.02 0.99
H -1.417 -0.948 -1.376 0.12 -0.09 -0.03 0.38
N -1.641 0.469 -3.638 0.53 0.27 -0.90 -0.33
H -1.350 -0.496 -3.702 0.11 -0.09 -0.11 0.46
S -0.471 1.472 -4.333 0.04 -0.33 0.36 1.12
O -1.074 2.709 -4.713 -0.06 0.10 0.29 -0.66
O 0.168 0.675 -5.336 0.12 -0.19 0.14 -0.68
C 0.589 1.736 -2.917 -0.48 0.34 -0.78 0.18
C 0.470 2.913 -2.224 -0.04 -0.10 -0.38 -0.38
C 1.105 3.151 -0.988 0.36 -0.21 0.44 -1.23
C 1.856 2.132 -0.462 -0.40 0.13 -0.55 -0.30
C 1.971 0.923 -1.184 0.01 -0.32 -0.18 1.71
C 1.365 0.667 -2.413 0.39 -0.06 0.53 0.00
C 1.622 -0.609 -2.961 0.04 -0.07 0.04 -0.84
C 2.422 -1.502 -2.283 -0.06 -0.09 -0.10 -0.76
C 3.021 -1.215 -1.042 0.11 0.33 0.30 -0.42
C 2.787 0.020 -0.489 -0.33 -0.06 -0.65 0.10
C 3.204 0.720 0.753 0.33 -0.17 0.41 -0.12
O 3.908 0.347 1.659 0.04 -0.03 -0.04 -0.65
N 2.597 1.972 0.690 -0.05 0.51 0.30 0.02
H 2.716 2.668 1.409 0.05 -0.14 -0.02 0.19
H 3.653 -1.944 -0.557 0.05 -0.07 0.07 0.44
H 2.609 -2.470 -2.725 0.00 -0.06 -0.07 0.44
H 1.212 -0.860 -3.927 0.03 -0.11 -0.06 0.63
H 0.980 4.100 -0.491 -0.01 0.10 0.06 0.47
H -0.144 3.685 -2.662 -0.08 0.10 0.02 0.57
H -2.820 2.699 -3.111 -0.11 0.10 -0.04 0.61
H -3.640 3.496 -0.892 -0.07 0.14 -0.01 0.46
C -3.275 0.830 3.540 -0.03 0.15 -0.11 -1.50
H -2.896 -0.087 3.979 -0.02 0.03 0.00 0.32
H -4.352 0.888 3.696 -0.08 0.00 0.03 0.35
H -2.822 1.695 4.023 0.02 0.06 0.04 0.35
H 1.526 -3.954 1.682 0.04 -0.06 -0.05 0.49
H 1.589 -2.388 0.858 0.05 -0.08 -0.04 -0.43
H 0.551 -2.803 3.697 -0.09 0.07 -0.01 0.39
H 0.759 -1.254 2.884 -0.09 0.01 0.05 0.15
H 3.211 -1.586 2.794 0.10 0.01 -0.02 0.22
H 3.036 -3.190 3.516 0.09 -0.12 0.04 0.38
H 2.640 -1.749 4.451 0.10 0.04 0.11 0.39
```
Forces are in eV/Å.

The calculation puts the maximum force at 1.19 eV Å⁻¹. The value obtained for the energy above the lowest of the compared OMol25 structures with the same formula, charge and spin is 0.00 kJ/mol. The HOMO-LUMO gap comes out at 7.7 eV. The total energy comes out at -1925.0738 hartree. Its charge is 0. As for the structure (SMILES): CCCCOC(=O)c1c(C)oc2ccc(NS(=O)(=O)c3ccc4c5c(cccc35)C(=O)N4)cc12. The LUMO energy comes out at -0.9 eV. Its spin multiplicity is 1.

***

# 2
DFT (wB97M-V/def2-TZVPD) results for a molecular structure, C25H22N5S4Ti at a distorted geometry.

```
57
Properties=species:S:1:pos:R:3:forces:R:3:mulliken_charge:R:1
Ti 0.301 -0.189 0.026 1.26 -0.79 -0.71 -1.05
C 0.179 0.876 2.873 0.01 0.06 -0.14 -1.60
N 0.279 1.447 1.509 -0.02 0.08 0.10 1.02
C 1.479 2.322 1.329 -0.15 -0.16 0.04 -1.27
C 2.612 1.651 0.598 -0.45 0.07 -0.06 0.99
C 3.909 1.982 0.889 0.18 0.15 -0.11 -1.16
C 4.925 1.454 0.101 0.11 0.01 0.03 -0.47
C 4.588 0.616 -0.939 0.05 -0.02 -0.03 -0.92
C 3.256 0.281 -1.127 -0.21 0.10 0.04 -0.30
N 2.266 0.787 -0.381 0.72 0.01 0.21 0.80
C -0.951 2.206 1.152 0.05 -0.11 -0.03 -1.28
C -0.946 2.476 -0.329 0.01 -0.08 0.16 0.65
C -1.669 3.492 -0.914 0.02 0.16 -0.09 -1.19
C -1.561 3.673 -2.284 -0.03 0.04 -0.05 -0.50
C -0.709 2.856 -3.014 -0.03 0.06 -0.03 -0.95
C -0.036 1.848 -2.356 0.03 -0.04 0.05 -0.47
N -0.179 1.646 -1.043 -0.20 0.31 -0.12 0.99
C -0.521 -0.458 2.853 0.16 0.07 -0.11 0.72
C -0.988 -1.038 4.012 -0.12 -0.02 0.11 -1.23
C -1.485 -2.330 3.961 0.01 0.01 0.09 -0.49
C -1.508 -2.994 2.746 -0.04 -0.07 0.02 -1.09
C -1.047 -2.347 1.623 0.09 0.09 -0.06 -0.38
N -0.551 -1.099 1.674 -0.63 -0.12 0.76 1.22
H -0.320 1.572 3.551 -0.02 0.05 0.03 0.60
H 1.193 0.718 3.242 0.05 -0.03 -0.01 0.62
H 1.809 2.715 2.290 0.01 -0.04 0.06 0.55
H 1.170 3.176 0.727 0.01 0.09 0.00 0.36
H 4.125 2.643 1.717 0.01 0.00 -0.02 0.49
H 5.961 1.692 0.307 -0.04 0.00 -0.01 0.44
H 5.341 0.176 -1.577 -0.02 0.01 0.00 0.43
H 2.970 -0.432 -1.884 -0.05 -0.06 -0.03 0.49
H -1.005 3.145 1.707 0.03 0.03 0.10 0.67
H -1.822 1.608 1.422 -0.02 -0.03 0.01 0.49
H -2.295 4.135 -0.309 0.02 -0.01 -0.02 0.54
H -2.121 4.457 -2.776 0.01 -0.01 0.00 0.47
H -0.575 2.988 -4.078 -0.01 0.00 0.02 0.49
H 0.623 1.169 -2.881 0.01 -0.03 0.00 0.49
H -0.942 -0.489 4.944 -0.02 -0.02 -0.02 0.52
H -1.842 -2.814 4.860 0.00 0.02 -0.02 0.44
H -1.881 -4.004 2.659 0.00 0.01 0.01 0.48
H -1.053 -2.818 0.652 0.01 0.01 -0.04 0.51
S 2.269 -1.260 1.813 -0.34 0.02 -0.26 -0.02
S 3.330 -2.467 0.564 0.02 0.03 -0.06 -0.06
S 1.824 -3.529 -0.305 0.17 0.04 -0.04 -0.06
S 0.812 -2.052 -1.361 -0.23 0.22 0.39 -0.28
N -6.674 -0.774 -2.871 0.08 0.02 0.03 -0.50
C -5.617 -0.710 -2.423 0.16 -0.02 0.07 -0.23
C -4.291 -0.628 -1.856 -0.20 0.00 -0.09 0.43
C -3.165 -0.718 -2.673 -0.07 0.01 -0.05 -1.28
C -1.905 -0.620 -2.120 0.07 0.04 0.08 0.01
C -1.686 -0.446 -0.740 -0.54 -0.17 -0.25 1.46
C -2.843 -0.385 0.046 0.02 0.05 -0.05 0.03
C -4.125 -0.462 -0.490 0.00 0.02 0.03 -1.16
H -3.287 -0.870 -3.738 0.01 0.00 0.03 0.51
H -1.067 -0.711 -2.803 0.04 0.00 0.00 0.25
H -2.782 -0.283 1.123 0.00 -0.02 0.05 0.24
H -4.993 -0.403 0.153 0.02 0.00 0.00 0.53
```
Forces are in eV/Å.

The calculation puts the maximum force at 1.65 eV Å⁻¹. The value obtained for the energy above the lowest of the compared OMol25 structures with the same formula, charge and spin is 42.24 kJ/mol. The HOMO-LUMO gap comes out at 6.2 eV. The total energy comes out at -3681.7486 hartree. Its charge is +1. The LUMO energy comes out at -3.8 eV. Its spin multiplicity is 1.

***

# 3
DFT (wB97M-V/def2-TZVPD) results for a molecular structure, C25H22N9O4RuS4 at a distorted geometry.

```
65
Properties=species:S:1:pos:R:3:forces:R:3:mulliken_charge:R:1
Ru -0.860 1.059 0.419 -1.24 -2.17 -0.41 -0.17
C -4.253 0.199 2.929 0.12 0.15 0.01 -1.66
C -2.908 0.620 2.428 -1.54 -0.29 -3.08 0.40
N -2.709 0.734 1.098 0.39 0.51 2.29 1.78
N -3.709 0.591 0.249 -1.86 -1.22 0.93 -1.50
C -3.520 0.982 -0.967 1.31 1.40 -0.77 0.51
N -4.469 0.822 -1.916 0.26 -0.17 0.40 -0.46
S -2.070 1.930 -1.400 0.17 0.08 1.11 -0.24
C -1.793 0.908 3.238 2.17 0.58 0.78 0.75
C -1.745 0.735 4.644 -0.60 -0.03 -1.10 -0.87
C -0.577 0.941 5.321 0.98 0.33 -0.29 -0.51
C 0.563 1.368 4.616 -0.76 -0.17 0.27 -0.64
C 0.449 1.585 3.257 0.68 0.35 0.21 -0.04
N -0.668 1.373 2.579 -1.56 -0.37 -0.68 -0.01
H -5.024 0.646 2.305 0.01 -0.04 0.03 0.42
H -4.417 0.492 3.962 0.01 0.02 0.06 0.48
H -4.351 -0.885 2.851 -0.05 -0.04 0.01 0.28
H -5.139 0.093 -1.712 -0.06 0.10 0.02 0.27
H -4.099 0.791 -2.857 -0.03 0.03 0.08 0.31
H -2.639 0.430 5.163 -0.04 -0.12 0.02 0.31
H -0.523 0.777 6.385 -0.03 0.01 0.12 0.44
H 1.495 1.549 5.122 0.14 0.03 0.00 0.46
H 1.292 1.953 2.679 -0.12 -0.10 -0.06 0.19
N -0.837 -6.862 -3.706 0.09 -0.44 -0.12 -0.53
C -0.865 -5.538 -3.351 -0.16 0.42 0.10 1.12
C -2.022 -4.974 -2.800 0.13 -0.12 -0.05 -0.81
C -2.072 -3.623 -2.523 0.05 0.06 -0.04 -0.48
C -0.975 -2.829 -2.788 -0.27 0.56 -0.05 -0.39
C 0.180 -3.367 -3.323 -0.06 0.03 -0.06 -0.35
C 0.242 -4.715 -3.598 -0.11 0.04 -0.02 -0.84
S -1.083 -1.090 -2.416 -0.01 0.22 -0.54 1.57
O -2.316 -0.610 -2.987 -0.05 -0.48 0.13 -0.73
O 0.122 -0.402 -2.772 0.18 -0.42 -0.30 -0.71
N -1.257 -0.995 -0.762 -0.61 1.50 -0.15 0.04
C -0.256 -1.528 -0.082 1.02 -1.06 1.15 0.14
N -0.138 -1.104 1.208 -0.59 1.06 -0.95 0.02
C 0.922 -1.496 1.888 0.88 -0.37 0.01 -0.13
C 1.878 -2.343 1.346 -0.35 0.23 0.49 -1.05
C 1.621 -2.798 0.061 -0.21 0.12 -0.09 -0.13
N 0.574 -2.418 -0.635 0.49 -0.03 0.13 -0.19
H -1.528 -7.471 -3.302 0.11 0.01 -0.01 0.21
H 0.067 -7.275 -3.867 -0.13 -0.04 0.05 0.21
H -2.881 -5.600 -2.607 -0.07 -0.06 0.01 0.28
H -2.956 -3.174 -2.100 -0.20 0.00 0.05 0.45
H 1.013 -2.708 -3.498 0.23 0.04 -0.05 0.55
H 1.139 -5.148 -4.019 0.07 0.00 -0.06 0.29
H 1.009 -1.107 2.895 0.10 0.04 0.08 0.35
H 2.758 -2.633 1.891 0.05 -0.07 0.12 0.44
H 2.284 -3.486 -0.447 0.18 -0.13 0.03 0.45
O 1.761 5.754 -2.668 -0.18 0.02 0.31 -0.64
S 2.488 4.528 -2.552 0.32 0.18 0.25 1.13
O 3.226 4.087 -3.696 0.06 -0.25 0.11 -0.63
N 1.504 3.285 -1.996 0.09 0.67 -0.69 -0.40
C 1.945 2.838 -0.886 -0.80 -0.62 -0.24 0.78
S 1.341 1.411 -0.137 1.11 -0.35 0.73 -0.12
C 3.104 3.505 -0.278 0.61 0.43 0.15 0.42
C 3.719 3.240 0.935 -0.06 0.08 -0.21 -0.37
C 4.797 4.028 1.303 0.06 0.02 0.04 -0.74
C 5.253 5.049 0.481 -0.06 0.02 -0.09 -0.50
C 4.631 5.315 -0.736 0.04 0.12 -0.08 -0.55
C 3.556 4.535 -1.089 -0.50 -0.43 -0.18 -0.27
H 3.370 2.437 1.567 -0.03 -0.06 -0.02 0.38
H 5.285 3.841 2.246 0.12 0.01 0.12 0.40
H 6.100 5.644 0.789 0.06 0.06 0.01 0.39
H 4.973 6.107 -1.382 0.08 0.12 -0.05 0.43
```
Forces are in eV/Å.

The calculation puts the maximum force at 3.45 eV Å⁻¹. The value obtained for the energy above the lowest of the compared OMol25 structures with the same formula, charge and spin is 34.08 kJ/mol. Its expectation value of S² is 0.763. The HOMO-LUMO gap (spin up / spin down) comes out at 6.5 / 6.3 eV. The total energy comes out at -3447.2555 hartree. Its charge is 0. The LUMO energy (spin up / spin down) comes out at -1.5 / -1.5 eV. Its spin multiplicity is 2.

***

# 4
DFT (wB97M-V/def2-TZVPD) results for a molecular structure, C25H23Cl3FN5NiO12S at a distorted geometry.

```
71
Properties=species:S:1:pos:R:3:forces:R:3:mulliken_charge:R:1
Ni -0.534 0.034 0.255 -0.57 -0.25 -0.15 1.47
O 1.408 0.316 -0.337 -0.05 -0.49 -0.03 -0.31
N 1.733 1.425 -0.864 -0.37 0.63 -0.15 -0.30
C 2.834 1.464 -1.564 0.47 -0.18 -0.04 0.64
C 3.272 2.696 -2.134 -0.04 0.28 -0.07 0.04
N 3.723 3.635 -2.624 -0.07 0.03 0.02 -0.57
C 3.724 0.362 -1.782 -0.03 -0.44 0.19 0.16
N 4.460 -0.507 -1.956 -0.03 0.07 -0.02 -0.56
F -1.473 0.364 -4.344 0.03 -0.13 -0.07 -0.32
C -2.367 1.167 -3.755 0.10 0.07 0.15 0.01
C -2.221 1.520 -2.467 -0.16 -0.07 -0.28 -0.09
N -3.059 2.382 -1.820 -0.27 0.22 0.06 0.07
C -2.902 2.771 -0.403 0.55 -0.27 0.38 -0.14
C -1.446 3.088 0.082 -0.26 0.02 -0.07 0.14
O -1.154 4.271 0.219 0.03 -0.06 -0.05 -0.76
O -0.691 2.099 0.401 -0.37 -0.46 -0.38 -0.06
C -4.150 2.906 -2.485 0.05 0.10 0.09 0.42
O -4.952 3.678 -1.995 -0.05 -0.07 -0.04 -0.68
N -4.275 2.501 -3.802 -0.01 -0.08 -0.06 -0.05
C -3.458 1.664 -4.556 -0.11 0.22 0.11 0.22
O -3.699 1.447 -5.728 0.06 -0.11 -0.02 -0.69
H -1.405 1.123 -1.904 0.36 -0.03 0.27 0.67
H -3.261 1.972 0.245 -0.20 -0.12 -0.20 -0.20
H -3.517 3.655 -0.285 0.13 0.04 0.07 0.50
H -5.082 2.872 -4.279 -0.01 0.05 -0.01 0.21
O -1.711 -2.526 -1.119 0.10 0.03 -0.01 -0.70
C -0.760 -2.773 -0.382 0.01 -0.27 -0.05 0.37
O 0.005 -1.938 0.210 -0.11 0.56 -0.09 -0.73
C -0.398 -4.231 -0.138 -0.10 0.14 -0.03 0.09
C -1.404 -5.185 -0.143 -0.08 -0.01 -0.06 -0.73
C -1.127 -6.543 0.015 0.07 -0.11 0.03 -1.06
C 0.193 -6.891 0.161 0.18 0.14 0.07 0.99
O 0.740 -8.152 0.322 -0.18 0.07 -0.04 -0.51
C 2.136 -7.949 0.459 0.28 -0.38 0.06 -0.23
O 2.422 -6.571 0.353 -0.04 0.18 -0.03 -0.50
C 1.200 -5.941 0.179 -0.22 -0.16 0.04 1.03
C 0.938 -4.601 0.046 0.17 -0.03 0.00 -0.88
H -2.425 -4.853 -0.278 0.03 0.06 -0.04 0.47
H -1.909 -7.290 0.019 -0.01 0.00 0.00 0.40
H 2.664 -8.500 -0.331 -0.06 0.09 -0.02 0.23
H 2.464 -8.328 1.437 -0.06 0.12 -0.01 0.24
H 1.719 -3.853 0.063 -0.02 0.03 0.01 0.58
C 0.453 2.588 4.666 0.06 -0.08 -0.04 -1.27
C 1.382 1.489 4.146 -0.27 -0.04 0.06 -0.33
C 1.034 1.038 2.732 -0.15 -0.21 -0.05 -1.28
S -0.436 -0.048 2.563 1.35 0.55 1.24 1.29
O -1.476 0.523 3.438 -0.61 -0.04 -0.01 -0.73
C 0.252 -1.546 3.403 -0.30 0.05 -0.40 -0.89
C -0.233 -1.662 4.847 -0.21 0.09 -0.03 -0.26
C -1.465 -2.559 4.977 0.14 0.07 -0.10 -1.21
H 0.709 2.859 5.693 0.01 0.04 -0.01 0.40
H -0.579 2.249 4.631 -0.04 0.04 0.04 0.25
H 0.533 3.477 4.039 0.00 0.02 0.01 0.37
H 1.359 0.634 4.828 0.11 0.02 0.02 0.17
H 2.408 1.870 4.134 0.03 -0.11 -0.01 0.39
H 1.833 0.454 2.271 0.04 0.12 -0.09 0.49
H 0.807 1.892 2.091 0.03 -0.04 -0.09 0.46
H 1.332 -1.458 3.308 0.00 -0.06 0.00 0.59
H -0.097 -2.372 2.785 0.06 -0.07 -0.04 0.26
H -0.507 -0.665 5.198 0.10 -0.02 0.10 0.19
H 0.580 -2.037 5.475 0.04 0.07 -0.03 0.39
H -2.187 -2.282 4.214 -0.15 -0.01 -0.03 0.21
H -1.929 -2.453 5.960 0.03 -0.03 0.01 0.40
H -1.204 -3.609 4.824 -0.02 0.00 -0.01 0.31
Cl -4.997 -1.711 -0.859 0.01 -0.03 -0.09 -0.15
C -4.655 -1.377 0.844 0.20 0.04 -0.03 0.74
Cl -5.473 0.130 1.309 -0.07 0.10 0.08 -0.18
Cl -5.285 -2.702 1.833 -0.07 -0.05 0.03 -0.19
C -3.092 -1.188 1.053 -0.26 -0.35 0.15 -1.17
O -2.544 -1.943 1.844 0.07 0.15 -0.01 -0.29
O -2.642 -0.249 0.359 0.75 0.40 -0.20 0.19
```
Forces are in eV/Å.

The calculation puts the maximum force at 1.91 eV Å⁻¹. The value obtained for the energy above the lowest of the compared OMol25 structures with the same formula, charge and spin is 0.00 kJ/mol. Its expectation value of S² is 2.005. The HOMO-LUMO gap comes out at 7.9 eV. The total energy comes out at -5530.2147 hartree. Its charge is -2. The LUMO energy comes out at 3.9 eV. Its spin multiplicity is 3.